(1)
C7H8O | ωB97M-V/def2-TZVPD

```
! wB97M-V def2-TZVPD RIJCOSX def2/J DEFGRID3
* xyz 0 1
O -1.361 -0.084 -0.884
C -0.652 -1.316 -0.427
C 1.407 0.322 -0.348
C -2.047 0.831 0.168
C 0.473 1.437 -0.061
C 0.751 -1.123 -0.047
C -0.646 0.639 0.374
C -0.217 -0.798 0.901
H 0.845 2.021 0.664
H -1.044 -2.031 -1.220
H 0.300 2.198 -1.005
H -2.661 0.039 0.644
H 1.659 0.352 -1.399
H 2.427 0.508 0.419
H 1.390 -2.025 0.200
H -0.622 -0.970 2.021
*
```

HOMO energy (eV): -7.47
Molecular weight (g/mol): 108.140
LUMO (eV): 0.81
Kohn-Sham gap (eV): 8.29
Energy above the lowest of the compared OMol25 structures with the same formula, charge and spin (kcal per mole): 211.1


(2)
C6H13N3O | ωB97M-V/def2-TZVPD

```
! wB97M-V def2-TZVPD RIJCOSX def2/J DEFGRID3
* xyz 2 1
O -0.925 2.130 -0.147
N -1.122 -0.743 -0.130
N -3.009 -0.895 0.728
N 1.094 -0.058 -0.676
C -0.147 -0.664 -1.165
C -2.072 1.791 0.425
C 2.911 -0.137 1.110
C -2.145 0.069 0.397
C 1.793 -0.881 0.415
C -2.306 -1.531 -0.223
H 3.256 -0.692 1.926
H -2.661 -2.354 -1.008
H -0.452 -0.243 -2.038
H 1.579 0.011 -1.584
H 0.861 0.890 -0.361
H 2.713 0.831 1.734
H -1.894 2.005 1.478
H 2.116 -1.713 -0.034
H -3.103 2.126 0.016
H 0.194 -1.640 -1.473
H 0.959 -1.143 1.196
H 3.557 0.224 0.326
H -1.196 2.616 -0.911
*
```

HOMO energy (eV): -19.15
Molecular weight (g/mol): 143.190
LUMO (eV): -9.69
Kohn-Sham gap (eV): 9.46
Energy above the lowest of the compared OMol25 structures with the same formula, charge and spin (kcal per mole): 137.1


(3)
C5H4Cl3N2O3 | ωB97M-V/def2-TZVPD

```
! wB97M-V def2-TZVPD RIJCOSX def2/J DEFGRID3
* xyz -1 1
Cl 1.699 2.975 1.864
Cl -1.774 3.226 0.871
Cl 1.204 1.481 -0.555
O 3.029 -1.246 -0.621
O 1.294 -0.056 3.474
O -0.315 -1.291 0.383
N 0.569 -1.347 -1.717
N 2.200 -0.770 1.436
C 0.738 1.705 1.101
C 0.637 -1.225 -0.369
C 1.607 -0.294 2.381
C 2.076 -1.050 0.111
C -0.624 1.655 1.438
H 1.409 -1.120 -2.227
H -0.803 1.707 2.505
H -1.168 0.852 0.956
H -0.323 -1.233 -2.169
*
```

HOMO energy (eV): -3.59
Molecular weight (g/mol): 246.457
LUMO (eV): 3.19
Kohn-Sham gap (eV): 6.78


(4)
C5H9O3Yb | ωB97M-V/def2-TZVPD

```
! wB97M-V def2-TZVPD RIJCOSX def2/J DEFGRID3
* xyz 2 2
Yb 1.334 3.232 -0.955
O -1.183 -0.089 0.477
O 0.813 1.057 -0.495
O 0.643 -2.233 0.772
C 0.406 0.082 0.376
C 1.387 -1.088 0.380
C -0.340 -2.414 -0.165
C -1.655 -2.556 0.220
C -2.070 0.912 0.891
H -2.044 1.789 0.228
H -3.098 0.533 0.829
H -0.095 -2.288 -1.226
H 2.187 -0.905 1.108
H -1.816 1.225 1.918
H 0.515 0.504 1.400
H 1.855 -1.289 -0.598
H -2.402 -2.442 -0.569
H -1.889 -2.834 1.252
*
```

HOMO energy (alpha / beta) (eV): -16.29 / -16.38
Molecular weight (g/mol): 290.164
LUMO (alpha / beta) (eV): -9.20 / -9.56
Kohn-Sham gap (alpha / beta) (eV): 7.09 / 6.82
Energy above the lowest of the compared OMol25 structures with the same formula, charge and spin (kcal per mole): 63.7


(5)
C5H10 | ωB97M-V/def2-TZVPD

```
! wB97M-V def2-TZVPD RIJCOSX def2/J DEFGRID3
* xyz 0 1
C -0.809 1.010 0.189
C -0.558 0.660 -1.327
C 1.005 -0.439 1.025
C 1.347 -1.350 -0.128
C -0.415 -0.126 1.144
H 2.378 -1.793 -0.328
H -0.352 2.045 0.469
H -1.218 -0.237 -1.537
H -0.913 -0.963 0.593
H 0.471 0.201 -1.490
H -0.683 1.580 -2.066
H -1.901 1.260 0.329
H 1.809 0.049 1.630
H 0.561 -1.907 -0.744
H -0.722 0.011 2.242
*
```

HOMO energy (eV): -8.83
Molecular weight (g/mol): 70.135
LUMO (eV): 1.01
Kohn-Sham gap (eV): 9.84
Energy above the lowest of the compared OMol25 structures with the same formula, charge and spin (kcal per mole): 60.9
SMILES: C=CCCC


(6)
C4H26NO9S2 | ωB97M-V/def2-TZVPD

```
! wB97M-V def2-TZVPD RIJCOSX def2/J DEFGRID3
* xyz -1 1
S -1.081 0.114 -2.540
S -1.712 -1.879 -3.176
O -3.204 0.609 2.369
O -0.936 -3.408 -0.305
O -0.448 3.772 -0.137
O -0.839 2.096 -2.008
O -1.289 -1.564 1.570
O 2.103 2.071 -2.108
O 1.676 -4.073 0.016
O 3.068 -2.143 1.678
O -2.857 2.647 0.823
N 1.409 -0.002 0.784
C 1.012 0.915 1.847
C 2.215 0.753 -1.578
C 1.072 0.522 -0.588
C 0.065 -0.497 -1.202
H -1.940 2.986 0.897
H -2.309 -2.537 -2.201
H -1.375 -2.927 0.426
H -1.200 2.656 -2.704
H 2.774 -2.615 0.887
H 1.794 1.224 2.570
H -0.488 -1.136 1.890
H 0.781 -1.252 -1.582
H 0.003 4.597 -0.331
H -2.698 2.087 0.040
H -0.613 -0.826 -0.406
H -4.020 0.162 2.112
H 3.233 0.627 -1.115
H 2.426 -0.125 0.816
H 0.610 1.470 -0.370
H 0.948 -4.076 -0.617
H -1.977 -0.878 1.685
H 2.299 -1.684 2.031
H 0.235 0.447 2.489
H 2.232 0.100 -2.479
H -0.346 -2.742 -0.667
H -0.398 3.109 -0.921
H 1.224 -4.268 0.848
H 1.156 2.301 -2.138
H -3.209 1.492 1.862
H 0.607 1.872 1.535
*
```

HOMO energy (eV): -4.33
Molecular weight (g/mol): 296.384
LUMO (eV): 2.87
Kohn-Sham gap (eV): 7.20
Energy above the lowest of the compared OMol25 structures with the same formula, charge and spin (kcal per mole): 0.0


(7)
C14H17F6N8O5Pd | ωB97M-V/def2-TZVPD

```
! wB97M-V def2-TZVPD RIJCOSX def2/J DEFGRID3
* xyz 1 1
Pd 0.653 -0.406 0.284
F -1.196 -1.279 2.495
F 0.637 2.268 3.524
F -2.815 -0.098 3.302
F -2.550 -0.267 1.157
F 0.695 0.121 3.696
F -0.870 1.226 4.689
O -5.252 0.251 -3.806
O -5.632 1.302 -1.767
O -0.153 1.121 1.190
O -1.868 -3.292 -1.525
O -0.318 -2.237 -0.292
N 1.651 1.285 -0.753
N 2.671 -1.732 -1.690
N 2.112 -1.788 -0.490
N 2.769 -3.822 -0.967
N 3.762 -3.293 -3.028
N 3.036 -2.946 -1.916
N -0.991 0.090 -1.375
N 2.575 -0.042 1.503
C 3.057 1.306 1.168
C -1.811 -0.943 -1.549
C -0.144 1.174 3.580
C 2.163 -3.060 -0.073
C -2.718 1.572 -2.094
C -5.112 0.722 -2.696
C -3.528 0.470 -2.265
C -1.908 -0.156 2.332
C -3.106 -0.810 -2.034
C -1.011 1.109 2.300
C -1.435 1.321 -1.657
C -1.929 2.322 2.255
C 3.048 1.433 -0.332
C -1.328 -2.296 -1.104
H 1.756 -3.420 0.856
H -1.327 3.227 2.197
H 3.627 0.633 -0.792
H -3.710 -1.693 -2.189
H -2.555 2.361 3.144
H 2.391 -0.124 2.497
H -2.557 2.258 1.369
H 1.078 2.034 -0.371
H 3.262 -0.738 1.242
H 4.057 1.500 1.555
H 2.374 2.027 1.616
H 3.498 -2.733 -3.826
H -0.746 2.145 -1.526
H 1.541 1.225 -1.758
H -3.061 2.580 -2.280
H 3.735 -4.295 -3.153
H 3.480 2.384 -0.642
*
```

HOMO energy (alpha / beta) (eV): -10.98 / -10.90
Molecular weight (g/mol): 597.749
LUMO (alpha / beta) (eV): -7.79 / -7.78
Kohn-Sham gap (alpha / beta) (eV): 3.18 / 3.11


(8)
C6H15O | ωB97M-V/def2-TZVPD

```
! wB97M-V def2-TZVPD RIJCOSX def2/J DEFGRID3
* xyz 0 2
O 3.661 1.161 -0.087
C -0.194 -0.023 0.352
C 0.593 -0.798 -0.634
C -1.502 -0.822 0.293
C -2.060 -0.918 -1.131
C 0.399 -0.041 1.773
C -0.401 1.432 -0.165
H 0.553 2.006 -0.121
H -1.132 1.991 0.452
H -1.235 -1.828 0.620
H -0.283 0.424 2.498
H 1.348 0.516 1.802
H -2.383 0.047 -1.528
H -1.299 -1.305 -1.821
H -0.769 1.486 -1.214
H 3.112 0.392 -0.216
H 1.245 -1.603 -0.250
H -2.906 -1.613 -1.162
H -2.243 -0.403 0.981
H 4.082 1.336 -0.968
H 0.826 -0.371 -1.587
H 0.590 -1.067 2.116
*
```

HOMO energy (alpha / beta) (eV): -8.14 / -10.99
Molecular weight (g/mol): 103.185
LUMO (alpha / beta) (eV): 0.80 / 0.20
Kohn-Sham gap (alpha / beta) (eV): 8.94 / 11.19
Energy above the lowest of the compared OMol25 structures with the same formula, charge and spin (kcal per mole): 6.7


(9)
C60H48N6O2P3SSiSr | ωB97M-V/def2-TZVPD

```
! wB97M-V def2-TZVPD RIJCOSX def2/J DEFGRID3
* xyz -1 1
Sr -0.882 0.132 2.232
S 0.039 4.666 3.054
P 0.543 -2.188 0.340
P -2.018 0.522 -1.828
P 2.715 1.717 3.321
Si 0.934 1.169 -0.063
O -4.073 -0.982 -0.516
O -2.707 -3.818 3.111
N -2.509 -1.722 1.966
N -7.034 0.325 0.076
N -3.242 1.256 2.008
N -1.095 4.125 0.693
N 0.098 6.054 0.772
N -6.728 3.945 2.811
C -5.153 2.749 -3.447
C 5.024 -1.538 4.371
C 5.909 -0.736 2.293
C -0.338 -4.060 -3.239
C -1.383 -1.947 -5.126
C 1.217 -3.603 1.363
C 3.917 3.562 1.906
C 0.661 -5.577 2.670
C 1.109 -0.760 3.167
C 2.350 3.753 -0.315
C -1.622 -3.424 -0.871
C 0.068 -1.565 3.702
C -5.309 3.742 -2.488
C 3.117 -2.424 -0.829
C -0.327 4.947 1.419
C -3.697 -2.143 -4.553
C 3.643 0.275 -0.806
C 0.344 -3.367 -2.249
C 2.810 -4.546 2.932
C -2.303 -4.118 -1.865
C 4.340 -1.972 -1.281
C 5.955 -1.642 3.340
C 0.254 2.578 -4.581
C -1.190 -1.094 -4.042
C 4.935 0.262 2.269
C 2.122 -1.533 -0.385
C -0.634 1.492 -2.596
C -3.507 -1.287 -3.476
C 4.167 4.584 1.002
C -4.505 3.730 -1.357
C 1.690 2.055 -2.730
C -4.360 1.521 1.890
C -0.797 2.024 -3.888
C -3.564 2.721 -1.200
C 4.610 -0.605 -1.247
C -0.281 -3.071 -1.036
C 0.615 1.570 -1.945
C 2.131 2.636 0.514
C 1.909 -5.544 3.281
C -2.641 -2.457 -5.400
C -6.468 1.020 0.808
C 1.528 2.549 -4.008
C 3.989 0.366 3.279
C 1.154 0.645 3.436
C -5.720 1.845 1.697
C -3.382 1.723 -2.157
C -1.656 -4.452 -3.045
C 2.362 -0.142 -0.390
C -2.633 -2.764 2.533
C -0.964 -0.980 4.477
C 0.322 -4.615 1.728
C -2.254 -0.709 -3.222
C -6.275 3.005 2.313
C 2.916 2.602 1.701
C 0.091 1.221 4.220
C 2.469 -3.581 1.986
C -0.971 0.421 4.718
C 4.057 -0.542 4.342
C -4.197 1.754 -3.285
C 3.337 4.703 -0.098
H 3.888 1.332 -0.776
H 0.096 6.089 -0.234
H 1.357 -3.042 -2.439
H -1.771 1.967 -4.365
H -4.337 -1.070 -2.816
H 0.159 -4.277 -4.178
H 5.576 -0.229 -1.570
H 4.509 3.519 2.817
H -1.367 3.258 1.128
H -0.190 -0.722 -3.846
H -2.186 -4.985 -3.826
H -2.154 -3.113 0.020
H 6.622 -0.804 1.480
H 3.460 5.524 -0.796
H -0.672 -4.645 1.297
H 1.923 -1.223 2.630
H 2.926 -3.491 -0.807
H -1.728 -1.621 4.898
H -2.984 2.683 -0.295
H 2.691 2.048 -2.317
H 0.788 6.601 1.256
H 1.727 3.880 -1.192
H -6.055 4.516 -2.619
H -4.091 0.999 -4.053
H 3.196 -2.812 1.743
H 0.099 2.994 -5.571
H 2.388 2.919 -4.556
H -1.201 4.201 -0.306
H -0.540 -2.202 -5.759
H 4.960 5.298 1.186
H -2.800 -3.096 -6.261
H 3.337 -0.478 5.147
H 2.173 -6.286 4.024
H 3.786 -4.500 3.403
H -4.912 -0.683 -0.145
H -4.682 -2.558 -4.731
H 6.707 -2.421 3.357
H -1.730 0.871 5.344
H -4.624 4.486 -0.589
H 0.085 -2.639 3.555
H 4.907 0.957 1.444
H -3.448 -1.097 0.217
H -5.782 2.743 -4.329
H -3.344 -4.380 -1.714
H 0.142 2.271 4.469
H 5.050 -2.236 5.199
H -0.064 -6.334 2.941
H 5.083 -2.673 -1.641
*
```

HOMO energy (eV): -4.77
Molecular weight (g/mol): 1125.779
LUMO (eV): 1.36
Kohn-Sham gap (eV): 6.13
Energy above the lowest of the compared OMol25 structures with the same formula, charge and spin (kcal per mole): 93.8


(10)
C2H3N3O | ωB97M-V/def2-TZVPD

```
! wB97M-V def2-TZVPD RIJCOSX def2/J DEFGRID3
* xyz 0 1
O 1.336 0.645 -0.098
N 0.100 -1.194 0.158
N -2.041 -0.199 -0.103
N -0.008 1.147 -0.004
C -0.766 -0.082 0.036
C 1.280 -0.683 -0.083
H -0.012 1.476 0.977
H -2.425 0.676 -0.190
H 2.307 -0.999 -0.078
*
```

HOMO energy (eV): -9.77
Molecular weight (g/mol): 85.066
LUMO (eV): 0.56
Kohn-Sham gap (eV): 10.33
Energy above the lowest of the compared OMol25 structures with the same formula, charge and spin (kcal per mole): 60.3
SMILES: [H]/N=c1/nco[nH]1


(11)
C6H12N2 | ωB97M-V/def2-TZVPD

```
! wB97M-V def2-TZVPD RIJCOSX def2/J DEFGRID3
* xyz 0 1
N 0.421 -0.268 -1.843
N -1.926 -0.716 1.092
C -1.224 1.290 -0.910
C -0.441 -0.007 -0.730
C -1.097 -1.005 0.066
C 1.694 -1.042 0.533
C 1.384 1.410 0.377
C 0.981 0.179 -0.008
H 0.644 -1.264 -1.873
H -2.168 0.239 1.297
H -0.811 -2.045 -0.017
H -1.457 1.782 0.036
H 2.272 1.494 0.991
H 0.911 2.328 0.069
H -2.074 -1.384 1.830
H 2.758 -0.821 0.617
H -2.152 1.074 -1.442
H 1.326 -1.297 1.532
H 1.598 -1.923 -0.100
H -0.638 1.976 -1.516
*
```

HOMO energy (alpha / beta) (eV): -7.15 / -6.11
Molecular weight (g/mol): 112.176
LUMO (alpha / beta) (eV): 0.69 / 0.18
Kohn-Sham gap (alpha / beta) (eV): 7.85 / 6.29
Energy above the lowest of the compared OMol25 structures with the same formula, charge and spin (kcal per mole): 100.9


(12)
C6H9AgO4 | ωB97M-V/def2-TZVPD

```
! wB97M-V def2-TZVPD RIJCOSX def2/J DEFGRID3
* xyz 0 3
Ag 3.243 2.179 0.020
O 1.351 2.847 0.716
O 1.737 0.711 0.420
O -1.028 0.255 -2.061
O -0.188 1.439 1.388
C -3.141 -0.697 0.818
C -0.927 0.218 1.232
C -1.858 -0.576 -1.274
C 1.006 1.640 0.861
C -3.264 -0.631 2.166
C -2.140 0.086 0.070
H -2.447 1.131 -0.084
H -0.198 -0.435 0.731
H -4.260 -0.488 2.593
H -3.715 -1.443 0.257
H -1.381 -1.557 -1.106
H -0.755 -0.227 -2.846
H -1.208 0.167 2.292
H -2.567 -0.922 2.953
H -2.814 -0.751 -1.795
*
```

HOMO energy (alpha / beta) (eV): -6.62 / -8.85
Molecular weight (g/mol): 253.002
LUMO (alpha / beta) (eV): -0.88 / -0.88
Kohn-Sham gap (alpha / beta) (eV): 5.74 / 7.97
Energy above the lowest of the compared OMol25 structures with the same formula, charge and spin (kcal per mole): 0.0


(13)
C17H34FN7NbO6P2 | ωB97M-V/def2-TZVPD

```
! wB97M-V def2-TZVPD RIJCOSX def2/J DEFGRID3
* xyz -1 1
Nb -0.722 -1.635 -0.544
P -3.091 -2.644 -0.282
P -0.790 0.823 0.518
F 2.752 -1.434 0.392
O -3.199 -3.907 0.741
O -1.097 0.736 1.971
O 0.537 1.729 0.261
O -1.992 1.684 -0.169
O -3.992 -1.528 0.105
O -3.675 -3.450 -1.579
N 1.007 4.789 0.766
N 5.408 4.068 4.275
N 3.769 -3.326 -3.507
N -5.822 3.294 -1.829
N 1.663 3.616 8.447
N -7.228 -7.036 -2.378
N 1.900 -2.213 -7.837
C 2.828 4.797 2.629
C 0.718 4.103 8.013
C 4.443 3.565 6.640
C 2.430 -2.402 -0.590
C 1.813 -1.230 -8.421
C -5.809 -5.562 -0.764
C -6.602 -6.387 -1.667
C 2.174 -3.727 0.099
C -5.023 2.057 0.320
C 3.753 -2.386 -4.164
C 1.831 4.793 1.565
C 1.269 -1.897 -1.418
C 5.015 3.851 5.331
C -0.496 4.691 7.459
C 3.742 -1.141 -4.923
C 1.703 0.025 -9.157
C -5.468 2.742 -0.885
H 0.632 2.374 0.977
H 3.099 -4.272 0.282
H -1.879 1.812 -1.117
H 3.317 -2.489 -1.219
H 3.652 -0.310 -4.225
H 1.506 -4.339 -0.505
H -0.398 4.787 6.379
H -0.664 5.673 7.896
H 2.892 5.794 3.060
H 2.599 0.182 -9.754
H 4.663 -1.040 -5.493
H 4.826 4.262 7.382
H 3.810 4.512 2.260
H 4.689 2.549 6.945
H -3.548 -2.895 -2.358
H -4.187 2.592 0.766
H 1.696 -3.543 1.062
H -6.054 -5.809 0.268
H 0.835 -0.010 -9.812
H -4.747 -5.723 -0.923
H -2.372 -3.976 1.231
H 2.534 4.087 3.400
H 3.361 3.655 6.602
H -0.850 -3.083 -1.623
H 2.897 -1.137 -5.608
H -1.746 -0.763 -1.784
H -0.733 -2.423 1.108
H 1.258 -2.518 -2.312
H -6.008 -4.506 -0.932
H 1.445 -0.847 -1.711
H 1.586 0.851 -8.457
H -4.671 1.050 0.090
H -5.847 1.996 1.029
H -1.344 4.046 7.680
*
```

HOMO energy (eV): -5.51
Molecular weight (g/mol): 606.354
LUMO (eV): 1.70
Kohn-Sham gap (eV): 7.21


(14)
C17H13N5O3S | ωB97M-V/def2-TZVPD

```
! wB97M-V def2-TZVPD RIJCOSX def2/J DEFGRID3
* xyz 0 1
S 0.334 0.858 -3.716
O -4.104 3.790 1.132
O -3.031 5.655 1.764
O -2.311 -0.797 1.712
N -1.871 2.318 1.353
N 0.106 3.063 1.779
N -3.108 4.414 1.371
N -0.607 1.988 1.408
N -0.678 4.072 1.808
C -0.238 0.578 1.657
C -1.404 -0.907 -3.204
C 3.058 -2.536 2.563
C 1.066 0.266 0.973
C -1.902 3.661 1.419
C 1.400 -2.238 0.344
C -1.401 -0.747 -4.682
C -1.417 -0.385 -0.376
C 0.901 0.699 -0.567
C 1.628 -1.136 1.208
C -1.309 -0.415 1.076
C 2.475 -1.311 2.390
C 1.880 -3.510 0.597
C -0.589 -0.029 -2.595
C -0.545 0.223 -5.125
C 2.708 -3.620 1.700
C -0.366 0.122 -1.176
H 2.556 -0.521 3.058
H 0.869 1.762 -0.718
H -0.268 0.469 -6.150
H -2.096 -1.593 -2.662
H 1.743 0.328 -1.058
H 0.784 -2.093 -0.543
H -0.308 0.497 2.745
H -2.347 -0.648 -0.760
H 3.157 -4.629 1.886
H 3.715 -2.637 3.372
H 1.661 -4.398 -0.053
H -1.911 -1.486 -5.362
H 1.769 0.875 1.430
*
```

HOMO energy (eV): -9.05
Molecular weight (g/mol): 367.390
LUMO (eV): -1.07
Kohn-Sham gap (eV): 7.97
Energy above the lowest of the compared OMol25 structures with the same formula, charge and spin (kcal per mole): 159.9
SMILES: O=C1C=C(c2cccs2)C[C@H](c2ccccc2)[C@H]1n1nnc([N+](=O)[O-])n1